107
Properties=species:S:1:pos:R:3 method="wB97M-V/def2-TZVPD" gap_ev=6.71 lumo_energy_ev=2.44 e_above_lowest_kcal_mol=20.8 homo_energy_ev=-4.27 charge=-1
Ca -1.743 0.782 -0.493
C 1.922 -2.646 3.053
C 1.928 -1.120 2.998
C 3.330 -0.606 2.664
P 0.763 -0.466 1.704
C -0.948 -0.951 2.287
C -1.335 -2.285 1.634
C -1.227 -0.959 3.789
C 0.895 1.335 2.100
C 0.825 1.814 3.411
C 0.980 3.151 3.731
C 0.830 3.639 5.146
C 1.276 4.038 2.697
C 1.381 3.587 1.398
C 1.151 2.247 1.071
N 1.203 1.793 -0.285
C 2.466 1.243 -0.648
C 3.617 1.858 -0.139
C 4.890 1.408 -0.428
C 5.071 0.320 -1.269
C 6.441 -0.192 -1.626
C 3.931 -0.293 -1.764
C 2.624 0.111 -1.467
P 1.208 -0.922 -2.072
C 1.299 -0.446 -3.895
C -0.080 -0.535 -4.537
C 2.343 -1.149 -4.760
C 1.986 -2.625 -2.081
C 2.346 -3.042 -0.657
C 0.960 -3.610 -2.648
H 2.707 -2.995 3.729
H 2.118 -3.077 2.068
H 0.973 -3.043 3.410
H 1.639 -0.736 3.982
H 3.639 -0.945 1.672
H 4.054 -0.982 3.393
H 3.375 0.484 2.668
H -1.620 -0.182 1.887
H -0.747 -3.115 2.034
H -1.185 -2.276 0.551
H -2.390 -2.496 1.826
H -0.525 -1.593 4.336
H -2.234 -1.342 3.966
H -1.188 0.047 4.204
H 0.622 1.120 4.217
H 0.446 2.850 5.791
H 0.133 4.476 5.191
H 1.785 3.976 5.557
H 1.418 5.091 2.914
H 1.618 4.278 0.596
H 3.507 2.714 0.509
H 5.747 1.917 0.000
H 7.213 0.317 -1.048
H 6.661 -0.036 -2.685
H 6.527 -1.263 -1.431
H 4.074 -1.165 -2.388
H 1.570 0.612 -3.856
H -0.429 -1.568 -4.603
H -0.061 -0.119 -5.550
H -0.785 0.037 -3.943
H 2.171 -2.225 -4.816
H 3.361 -0.984 -4.404
H 2.289 -0.760 -5.781
H 2.880 -2.670 -2.707
H 1.482 -2.906 -0.001
H 3.167 -2.451 -0.248
H 2.632 -4.098 -0.629
H 0.064 -3.632 -2.030
H 1.388 -4.617 -2.688
H 0.636 -3.342 -3.656
O 1.211 3.169 -2.269
C 0.351 2.416 -1.414
O -0.298 1.455 -2.057
C -0.616 3.494 -0.812
O -1.979 3.134 -1.063
C -2.833 3.748 -0.092
C -2.604 3.182 1.326
O -2.866 3.899 2.284
O -2.146 1.987 1.354
H 1.543 2.530 -2.911
H -0.386 4.451 -1.285
H -0.509 3.595 0.261
H -3.855 3.513 -0.395
H -2.688 4.830 -0.076
C -3.488 0.258 -4.077
N -3.448 -1.176 -3.845
C -4.545 -1.958 -4.383
C -2.664 -1.722 -2.931
N -1.987 -2.257 -2.158
H -4.399 0.690 -3.654
H -3.465 0.450 -5.152
H -2.627 0.746 -3.625
H -5.502 -1.561 -4.030
H -4.454 -2.989 -4.050
H -4.525 -1.931 -5.475
Te -4.733 0.033 -0.791
C -4.899 -0.628 1.221
C -5.194 -1.965 1.493
C -5.330 -2.418 2.799
C -5.168 -1.542 3.864
C -4.867 -0.211 3.605
C -4.736 0.243 2.299
H -5.314 -2.659 0.670
H -5.560 -3.461 2.982
H -5.269 -1.893 4.884
H -4.724 0.487 4.422
H -4.490 1.282 2.125



115
Properties=species:S:1:pos:R:3 method="wB97M-V/def2-TZVPD" gap_ev=6.34 lumo_energy_ev=-3.68 e_above_lowest_kcal_mol=0.0 homo_energy_ev=-10.02 charge=+1
Bi -2.141 -0.546 0.406
C -0.048 4.502 -0.510
C 0.427 3.091 -0.657
C 1.319 2.729 -1.609
C 1.765 1.382 -1.716
N 1.424 0.495 -0.835
N 0.572 0.854 0.150
B 0.222 -0.258 1.111
N 0.258 0.173 2.585
N 1.234 1.104 2.738
C 1.321 1.755 3.854
C 0.434 1.476 4.929
C -0.536 0.542 4.797
C -1.505 0.251 5.896
C -0.654 -0.141 3.534
S -1.914 -1.237 3.277
C 2.379 2.856 3.905
C 1.991 3.920 2.869
C 2.457 3.502 5.289
C 3.743 2.267 3.543
N 0.961 -1.583 0.854
N 2.285 -1.385 1.080
C 3.079 -2.411 1.064
C 2.572 -3.724 0.859
C 1.260 -3.930 0.618
C 0.693 -5.300 0.413
C 0.408 -2.773 0.588
S -1.244 -3.041 0.254
C 4.575 -2.196 1.230
C 5.237 -2.520 -0.119
C 4.889 -0.759 1.639
C 5.123 -3.156 2.296
C -0.051 2.064 0.227
S -1.356 2.283 1.274
C 2.710 0.912 -2.815
C 2.652 1.840 -4.031
C 2.328 -0.506 -3.249
C 4.128 0.919 -2.233
H 0.073 5.045 -1.446
H 0.538 5.007 0.262
H -1.090 4.536 -0.201
H 1.694 3.474 -2.297
H 0.516 2.029 5.853
H -1.270 0.844 6.777
H -1.490 -0.808 6.156
H -2.522 0.474 5.570
H 1.011 4.348 3.091
H 1.959 3.484 1.869
H 2.726 4.727 2.874
H 1.527 4.005 5.561
H 3.246 4.254 5.289
H 2.699 2.773 6.065
H 3.718 1.827 2.547
H 4.039 1.493 4.254
H 4.500 3.054 3.561
H 3.248 -4.568 0.899
H 1.485 -6.044 0.465
H 0.195 -5.378 -0.554
H -0.056 -5.522 1.175
H 4.926 -1.821 -0.895
H 4.986 -3.529 -0.455
H 6.322 -2.461 -0.019
H 4.321 -0.037 1.055
H 5.953 -0.568 1.494
H 4.654 -0.594 2.691
H 5.149 -4.191 1.954
H 4.537 -3.109 3.216
H 6.147 -2.872 2.538
H 1.628 1.983 -4.383
H 3.223 1.397 -4.847
H 3.090 2.819 -3.827
H 1.325 -0.528 -3.682
H 2.340 -1.194 -2.403
H 3.037 -0.860 -3.999
H 4.408 1.916 -1.883
H 4.850 0.614 -2.994
H 4.195 0.235 -1.388
Cl -4.443 1.769 0.770
C -5.173 0.216 0.944
C -4.375 -0.922 0.889
C -5.012 -2.147 1.063
Cl -4.128 -3.628 1.089
C -6.392 -2.232 1.264
Cl -7.148 -3.756 1.487
C -7.167 -1.076 1.292
Cl -8.859 -1.173 1.527
C -6.550 0.162 1.136
Cl -7.486 1.598 1.179
C -1.592 -2.290 -4.814
Si -2.884 -2.164 -3.473
C -4.546 -1.829 -4.238
C -2.987 -3.766 -2.544
As -1.970 -0.315 -2.277
Si -3.299 1.499 -3.035
C -5.128 1.367 -2.737
C -2.661 3.082 -2.297
C -2.878 1.531 -4.853
H -1.833 -3.101 -5.507
H -0.607 -2.482 -4.384
H -1.528 -1.363 -5.388
H -4.812 -2.712 -4.827
H -4.538 -0.970 -4.909
H -5.328 -1.680 -3.493
H -3.427 -4.503 -3.222
H -3.617 -3.706 -1.656
H -2.003 -4.120 -2.239
H -5.341 1.320 -1.668
H -5.582 0.503 -3.216
H -5.609 2.267 -3.131
H -2.941 3.213 -1.255
H -3.071 3.921 -2.869
H -1.575 3.128 -2.370
H -3.089 0.589 -5.360
H -1.813 1.743 -4.975
H -3.444 2.317 -5.359



103
Properties=species:S:1:pos:R:3 method="wB97M-V/def2-TZVPD" gap_ev="6.83 / 3.25" lumo_energy_ev="-12.15 / -15.71" spin_multiplicity=5 homo_energy_ev="-18.98 / -18.96" charge=+4
Os -0.474 0.048 -0.778
C -3.201 2.147 3.504
C -2.628 2.248 2.066
C -3.766 2.248 1.056
C -1.640 1.137 1.907
C -0.401 1.161 2.535
C 0.518 0.115 2.424
C 1.689 0.053 3.356
C 1.149 -0.615 4.648
C 2.301 1.404 3.717
C 0.222 -0.993 1.534
C -1.171 -1.219 1.275
C -2.007 -0.083 1.249
C -1.804 -2.600 1.325
C -3.197 -2.709 0.714
C -1.937 -2.896 2.837
C 1.269 -2.008 1.145
C 1.604 -3.051 2.044
C 2.519 -4.035 1.723
C 3.138 -4.007 0.507
C 2.844 -2.966 -0.399
C 1.927 -1.968 -0.094
P 1.814 -0.578 -1.264
C 3.180 0.624 -0.764
C 2.971 1.014 0.693
C 3.171 1.869 -1.657
C 4.540 -0.097 -0.800
C 1.903 -0.979 -3.146
C 0.998 0.069 -3.817
C 3.305 -0.825 -3.754
C 1.444 -2.388 -3.513
H -3.907 2.961 3.647
H -2.428 2.230 4.262
H -3.733 1.207 3.642
H -2.077 3.194 2.008
H -4.507 1.483 1.288
H -3.422 2.098 0.030
H -4.271 3.210 1.090
H -0.159 2.000 3.171
H 2.450 -0.613 2.941
H 0.395 0.014 5.119
H 1.978 -0.730 5.343
H 0.714 -1.594 4.474
H 1.718 1.907 4.485
H 2.397 2.075 2.864
H 3.295 1.248 4.128
H -3.040 -0.210 0.953
H -1.130 -3.343 0.905
H -3.940 -2.228 1.348
H -3.479 -3.758 0.654
H -3.281 -2.281 -0.283
H -2.569 -2.152 3.323
H -0.983 -2.922 3.351
H -2.412 -3.868 2.963
H 1.134 -3.092 3.014
H 2.747 -4.817 2.432
H 3.866 -4.764 0.252
H 3.373 -2.934 -1.342
H 1.966 1.365 0.900
H 3.668 1.815 0.938
H 3.185 0.182 1.357
H 2.201 2.354 -1.690
H 3.486 1.670 -2.675
H 3.882 2.583 -1.242
H 4.605 -0.854 -0.019
H 5.292 0.662 -0.571
H 4.817 -0.538 -1.746
H 1.339 1.090 -3.649
H -0.051 -0.014 -3.512
H 1.016 -0.107 -4.894
H 3.757 0.149 -3.620
H 3.176 -0.966 -4.828
H 3.990 -1.599 -3.419
H 0.481 -2.669 -3.111
H 2.174 -3.145 -3.237
H 1.363 -2.418 -4.601
C -3.804 -2.892 -3.971
N -2.720 -2.648 -3.007
C -1.943 -3.616 -2.420
C -1.046 -2.978 -1.629
N -1.272 -1.611 -1.709
C -2.302 -1.471 -2.575
H -4.153 -3.913 -3.834
H -3.420 -2.760 -4.982
H -4.617 -2.197 -3.770
H -2.083 -4.660 -2.629
H -0.247 -3.389 -1.048
H -2.750 -0.541 -2.881
N -1.872 7.178 -1.043
C -2.148 6.008 -0.496
O -3.017 5.742 0.313
C -1.345 4.767 -0.819
C -0.303 4.372 0.019
C 0.118 3.062 0.018
N -0.427 2.127 -0.797
C -1.336 2.558 -1.714
C -1.818 3.844 -1.754
H -2.442 7.981 -0.793
H -1.139 7.304 -1.726
H 0.135 5.067 0.723
H 0.881 2.732 0.701
H -1.699 1.822 -2.424
H -2.584 4.111 -2.468



111
Properties=species:S:1:pos:R:3 method="wB97M-V/def2-TZVPD" gap_ev=6.02 lumo_energy_ev=-2.98 e_above_lowest_kcal_mol=117.9 homo_energy_ev=-9.00 charge=0
C 22.462 1.978 49.110
C 21.325 2.221 48.136
O 21.547 2.146 46.914
N 19.900 2.213 48.527
H 19.612 2.864 49.405
H 19.550 2.558 47.644
C 19.268 0.821 48.415
H 23.443 1.608 48.531
H 21.927 1.248 49.843
H 22.734 3.095 49.461
H 19.713 0.219 49.143
H 19.401 0.295 47.432
H 18.284 0.893 48.444
O 18.906 3.697 50.452
H 19.024 3.815 51.397
C 20.153 1.310 52.844
C 19.052 0.298 52.402
C 18.232 -0.137 53.574
O 18.138 0.942 51.548
H 20.807 1.388 53.583
H 19.452 2.117 53.213
H 20.770 1.615 51.944
H 19.579 -0.388 51.779
H 17.735 -0.942 53.531
H 17.608 0.731 54.060
H 19.139 -0.200 54.217
H 18.461 1.525 51.002
C 17.781 7.406 47.326
C 17.590 6.613 48.556
C 16.188 6.672 49.200
O 17.899 5.233 48.362
H 17.183 8.168 47.113
H 17.394 6.729 46.581
H 18.868 7.567 47.105
H 18.300 7.105 49.335
H 16.015 5.886 50.078
H 15.482 6.421 48.363
H 16.205 7.691 49.501
H 18.141 4.499 49.057
C 22.316 4.596 51.752
C 21.758 5.752 50.747
C 22.834 6.706 50.128
O 21.196 5.092 49.668
H 23.159 4.327 51.511
H 21.563 3.783 51.946
H 22.662 4.911 52.669
H 21.091 6.108 51.352
H 23.168 7.399 50.892
H 22.488 7.322 49.255
H 23.651 6.045 49.602
H 20.363 4.704 49.738
C 18.477 2.081 44.634
C 17.845 3.271 45.323
C 16.383 2.956 45.683
O 18.622 3.546 46.398
H 18.647 1.217 45.229
H 19.593 2.423 44.289
H 17.993 1.904 43.694
H 17.975 4.222 44.713
H 15.965 2.385 44.914
H 16.074 3.795 46.139
H 16.564 2.269 46.548
H 18.320 4.138 46.964
C 21.465 -1.761 48.380
C 20.764 -2.954 47.702
C 20.516 -2.971 46.318
O 20.134 -3.900 45.653
C 20.660 -1.677 45.680
C 21.289 -0.524 46.242
C 21.765 -0.487 47.555
O 22.349 0.478 48.124
H 21.728 -1.801 49.395
H 20.929 -3.854 48.139
H 20.379 -1.495 44.662
H 21.409 0.441 45.679
C 15.035 -0.127 50.465
C 16.431 -0.105 49.814
C 17.561 -0.962 50.319
O 18.679 -0.825 50.047
C 17.193 -2.110 51.228
C 15.842 -2.151 51.868
C 14.780 -1.181 51.458
O 13.724 -1.221 52.131
H 14.225 0.619 50.013
H 16.473 0.449 48.943
H 17.976 -2.811 51.552
H 15.388 -3.029 52.152
C 25.829 0.154 49.308
C 25.982 -0.621 47.946
C 26.826 -0.090 46.785
O 27.181 -0.618 45.775
C 27.111 1.374 46.996
C 26.850 2.125 48.233
C 26.363 1.490 49.401
O 26.401 2.174 50.485
H 25.454 -0.404 50.096
H 25.693 -1.804 47.720
H 27.900 1.698 46.235
H 27.185 3.286 48.356
C 16.909 -0.461 44.905
C 16.094 -1.183 43.853
C 15.737 -2.723 44.175
O 15.106 -3.324 43.307
C 16.134 -3.252 45.380
C 16.894 -2.499 46.432
C 17.204 -1.066 46.162
O 17.722 -0.385 47.104
H 16.981 0.688 44.716
H 15.809 -0.643 42.963
H 15.858 -4.250 45.338
H 17.421 -2.878 47.325



Q: Which of these has the lowest charge?
A: C39H56CaN3O5P2Te



Q: Which of these has the highest charge?
A: C39H57N4OOsP



Q: Among the records above, which one has the highest charge?
A: C39H57N4OOsP